Entry 1:
The following is a quantum chemistry calculation of C51H38IN6PTa as an isolated structure at a distorted geometry, from the OMol25 dataset.

Output
net charge	+1
E	-81381.3405	eV
LUMO level	-3.80	eV
HOMO	-10.432	eV

Last column: Mulliken charge in e.
Positions of all 98 atoms, in Å:
Ta  0.788  0.744  0.082  -0.28
C  5.786  0.652  0.817  -1.22
C  4.445  0.434  1.199  0.19
N  3.442  1.132  0.733  0.26
C  3.723  2.157  -0.118  0.53
C  5.003  2.398  -0.631  1.10
C  6.056  1.603  -0.119  -0.85
C  5.171  3.400  -1.614  -0.97
C  4.089  4.121  -2.030  -1.25
C  2.813  3.914  -1.454  0.12
C  2.641  2.981  -0.476  -1.16
N  1.428  2.703  0.228  0.71
C  0.675  3.761  0.803  0.43
C  0.929  5.105  0.702  -0.77
C  0.076  6.058  1.307  -1.03
C  -1.009  5.672  2.032  -1.07
C  -1.240  4.294  2.228  1.28
C  -2.289  3.802  3.035  -1.01
C  -2.417  2.464  3.238  -1.24
C  -1.493  1.595  2.628  0.21
N  -0.527  2.008  1.844  0.45
C  -0.391  3.353  1.629  -0.53
H  6.571  0.049  1.254  0.45
H  4.206  -0.365  1.899  0.48
H  7.070  1.768  -0.472  0.47
H  6.157  3.579  -2.031  0.45
H  4.201  4.871  -2.803  0.43
H  1.972  4.512  -1.786  0.86
H  1.793  5.461  0.163  0.73
H  0.297  7.113  1.176  0.41
H  -1.684  6.398  2.474  0.44
H  -2.972  4.507  3.500  0.48
H  -3.200  2.052  3.861  0.55
H  -1.566  0.529  2.804  0.36
C  -3.888  0.591  0.482  -1.15
C  -3.601  -0.340  1.638  0.78
C  -4.511  -0.381  2.692  -0.57
C  -4.303  -1.180  3.810  -0.93
C  -3.158  -1.956  3.897  -0.97
C  -2.240  -1.941  2.855  0.38
C  -2.449  -1.156  1.721  -0.43
P  -1.242  -1.242  0.341  1.62
C  -2.126  -1.887  -1.093  0.16
C  -1.783  -1.308  -2.318  0.07
C  -2.436  -1.649  -3.492  -1.11
C  -3.471  -2.569  -3.436  -0.94
C  -3.821  -3.147  -2.221  -0.83
C  -3.168  -2.832  -1.029  1.19
C  -3.630  -3.518  0.247  -1.42
C  -0.090  -2.497  0.928  0.66
C  -0.095  -3.847  0.592  -0.93
C  0.822  -4.708  1.185  -0.94
C  1.721  -4.206  2.119  -1.01
C  1.740  -2.846  2.417  -0.49
C  0.849  -1.970  1.806  0.20
C  0.884  -0.467  2.020  -2.06
H  -4.831  1.116  0.636  0.51
H  -3.954  0.061  -0.471  0.12
H  -3.107  1.339  0.389  -0.24
H  -5.403  0.237  2.633  0.44
H  -5.036  -1.193  4.612  0.43
H  -2.979  -2.579  4.767  0.47
H  -1.352  -2.560  2.931  0.39
H  -1.008  -0.557  -2.352  0.23
H  -2.143  -1.192  -4.434  0.55
H  -4.013  -2.840  -4.336  0.42
H  -4.633  -3.868  -2.186  0.51
H  -4.370  -2.914  0.784  0.24
H  -2.814  -3.713  0.944  0.20
H  -4.097  -4.472  0.003  0.59
H  -0.803  -4.224  -0.140  0.52
H  0.829  -5.761  0.926  0.44
H  2.429  -4.875  2.605  0.42
H  2.465  -2.456  3.130  0.47
H  1.765  -0.174  2.595  0.82
H  0.012  -0.155  2.595  1.37
I  1.091  1.541  -3.243  0.48
C  1.222  -0.498  -3.542  1.10
C  0.971  -0.969  -4.795  -0.82
C  1.194  -2.336  -5.071  -0.81
C  1.746  -3.126  -4.109  -0.96
C  2.046  -2.613  -2.821  0.79
C  2.761  -3.416  -1.896  -1.10
C  3.119  -2.915  -0.686  -1.56
C  2.661  -1.637  -0.297  0.12
C  1.904  -0.818  -1.107  1.70
C  1.699  -1.282  -2.466  -0.48
H  0.628  -0.302  -5.579  0.48
H  0.972  -2.730  -6.056  0.44
H  1.992  -4.163  -4.322  0.43
H  3.039  -4.426  -2.188  0.44
H  3.703  -3.511  0.010  0.47
H  2.859  -1.339  0.721  -0.20
N  -3.376  4.365  -3.501  -0.52
C  -2.888  3.865  -2.575  0.43
N  -2.364  3.336  -1.468  -0.68
C  -1.601  2.426  -1.142  1.21
N  -0.886  1.561  -0.758  -0.13

Entry 2:
The following is a quantum chemistry calculation of a 2-piece molecular cluster, C6H16 overall at a distorted geometry, from the OMol25 dataset.

Output
net charge	-1
E	-6478.2089	eV
2S+1	2
LUMO level (spin up / spin down)	4.20 / 4.12	eV
HOMO (spin up / spin down)	1.385 / -7.403	eV

Last column: Mulliken charge in e.
Positions of all 22 atoms, in Å:
C  1.641  0.983  0.915  0.14
C  1.575  0.501  2.404  -2.22
C  2.043  2.459  0.932  -2.00
H  0.535  0.958  0.558  -0.46
H  2.270  0.396  0.290  0.79
H  0.482  0.501  2.766  0.66
H  1.743  -0.479  2.612  0.79
H  1.492  2.990  1.681  0.49
H  2.262  0.929  3.121  0.32
H  1.642  2.868  -0.050  0.58
H  3.072  2.754  0.857  0.50
C  -2.122  -0.850  -1.361  -0.83
C  -1.901  -1.958  -0.377  -2.02
C  -1.356  -1.121  -2.617  -1.51
H  -1.618  0.013  -0.991  0.10
H  -3.097  -0.588  -1.348  0.91
H  -0.850  -2.113  -0.358  0.40
H  -2.228  -1.772  0.704  0.67
H  -0.618  -2.005  -2.764  0.45
H  -2.333  -3.037  -0.660  0.33
H  -0.607  -0.395  -2.786  0.53
H  -2.026  -1.034  -3.526  0.39

Entry 3:
The following is a quantum chemistry calculation of C4H11AuBiCl2O4 as an isolated structure at a distorted geometry, from the OMol25 dataset.

Output
net charge	-1
E	-47083.1227	eV
2S+1	3
LUMO level (spin up / spin down)	3.10 / 0.18	eV
HOMO (spin up / spin down)	-3.737 / -4.858	eV

Last column: Mulliken charge in e.
Positions of all 23 atoms, in Å:
Bi  0.331  0.482  0.666  1.22
Cl  0.360  -1.988  -0.255  -0.45
C  1.625  0.932  -1.104  -1.38
H  2.195  1.824  -0.829  0.44
H  0.978  1.119  -1.965  0.43
H  2.269  0.054  -1.251  0.33
Au  -1.997  -0.946  -0.731  0.43
C  -1.492  -0.813  -2.765  -1.24
C  -2.439  -1.359  1.271  -1.28
C  -1.630  1.200  -0.151  -1.23
H  -1.822  -0.839  2.011  0.32
H  -3.499  -1.083  1.369  0.33
H  -2.293  -2.450  1.311  0.29
H  -0.486  -0.386  -2.839  0.23
H  -1.533  -1.843  -3.148  0.35
H  -2.269  -0.159  -3.205  0.29
H  -1.516  1.863  -1.020  0.40
H  -2.435  1.468  0.542  0.41
O  2.260  1.762  2.222  -0.70
Cl  3.170  0.587  2.433  1.71
O  4.281  0.658  1.511  -0.59
O  3.603  0.543  3.804  -0.65
O  2.339  -0.626  2.122  -0.66